Entry 1:
Here is 16 unconnected molecules or ions with the total composition C64H122N6O10 in a non-equilibrium geometry from OMol25. Energies are from ωB97M-V/def2-TZVPD.

Kohn-Sham gap = 9.83 eV
2S+1 = 1
energy = -3592.38344 Eh
highest occupied orbital energy = -9.4321 eV

Positions of all 202 atoms, in Å:
C 17.67893 15.20090 14.18556
C 16.30884 15.51545 14.81629
C 16.64128 16.82248 15.65423
O 17.59718 17.45859 14.84730
C 18.49467 16.44886 14.55372
H 17.65893 15.07946 13.13347
H 18.11327 14.27873 14.56110
H 16.02393 14.61116 15.41836
H 15.64006 15.71311 14.03939
H 17.11916 16.47975 16.55235
H 15.87625 17.55300 15.91979
H 19.20359 16.15344 15.29337
H 19.18430 16.83469 13.78681
C 17.25582 17.65133 9.88960
C 15.85711 18.15456 9.49537
C 14.96817 16.96658 9.59545
O 15.76684 15.85664 10.08433
C 17.14630 16.16365 9.75012
H 17.35674 17.96452 10.90480
H 18.02442 18.09576 9.26511
H 15.83673 18.58749 8.50069
H 15.61921 18.99421 10.15040
H 14.54861 16.56266 8.65398
H 14.12013 17.06796 10.27127
H 17.26587 15.82917 8.70029
H 17.72930 15.51681 10.42366
C 12.91755 19.32558 11.84489
C 14.11448 19.47089 12.77501
C 13.45702 19.10479 14.16078
O 12.32319 18.22099 13.77449
C 12.14658 18.14828 12.38542
H 13.21018 19.17635 10.81704
H 12.33884 20.23725 11.90382
H 14.57227 20.42806 12.68327
H 14.89031 18.71015 12.64488
H 13.02090 19.95381 14.70408
H 14.05114 18.51577 14.85751
H 11.03407 18.09038 12.24958
H 12.58975 17.23345 12.06907
C 17.49355 22.66022 11.88415
C 18.02700 21.19801 11.76620
C 17.68042 20.63170 13.09669
O 16.42425 21.28843 13.51081
C 16.21665 22.38806 12.60872
H 17.26667 23.14007 10.96247
H 18.10395 23.29766 12.48372
H 19.10961 21.26078 11.59598
H 17.52671 20.71565 10.90554
H 18.42839 20.91907 13.86149
H 17.61840 19.50851 13.08603
H 15.87879 23.27382 13.19168
H 15.50021 22.10765 11.83310
C 14.14173 20.08068 18.30829
C 15.23877 20.58646 17.34225
C 16.49030 19.63558 17.56271
O 15.98951 18.54327 18.29630
C 14.52889 18.61130 18.40197
H 13.17188 20.23785 17.82629
H 14.28650 20.56550 19.31972
H 15.48594 21.65974 17.46916
H 14.79590 20.50743 16.33656
H 17.21400 20.14926 18.18602
H 16.99326 19.34201 16.64358
H 14.15788 18.06683 19.30446
H 14.21906 18.09722 17.49636
C 18.63853 18.11565 21.72277
C 18.70947 16.70851 22.42042
C 19.26794 15.86098 21.26418
O 20.07506 16.75367 20.42046
C 19.31813 17.97399 20.38792
H 19.21898 18.85449 22.28549
H 17.70516 18.60160 21.56685
H 17.74505 16.32715 22.78748
H 19.50411 16.78131 23.19036
H 18.49588 15.39029 20.66533
H 19.90235 15.07177 21.48225
H 18.62887 17.82799 19.50241
H 19.97267 18.80664 20.10664
C 11.62474 13.52737 10.09818
C 11.63793 14.70588 11.10502
C 12.93302 14.49881 11.82278
O 13.05061 13.05380 11.95936
C 12.73496 12.66006 10.61811
H 11.68260 13.91501 9.06972
H 10.61097 13.06428 10.15817
H 10.82318 14.69245 11.85356
H 11.63660 15.65727 10.58895
H 13.10789 14.99588 12.72799
H 13.81158 14.71246 11.18563
H 12.55597 11.61739 10.55379
H 13.61524 12.87800 9.98154
C 12.14250 10.06533 17.23056
C 12.21319 11.37870 16.39460
C 11.41814 11.07311 15.15481
O 10.24438 10.37892 15.74316
C 10.78094 9.49083 16.80789
H 12.17386 10.23596 18.28402
H 12.96508 9.39512 17.00006
H 13.29411 11.57562 16.28118
H 11.76334 12.20707 16.93720
H 11.82817 10.35254 14.40180
H 10.93113 11.86148 14.61659
H 10.75328 8.49948 16.32755
H 9.99493 9.47227 17.59559
C 22.20435 12.90174 13.45868
C 22.22195 11.83487 14.59483
C 20.71661 11.84677 15.10414
O 19.92813 12.58903 14.16598
C 20.85852 13.59493 13.60973
H 22.45103 12.48760 12.50571
H 23.05190 13.67013 13.59682
H 22.80946 12.13609 15.45395
H 22.47382 10.84563 14.31618
H 20.54692 12.21636 16.09588
H 20.31510 10.84465 14.96001
H 20.93438 14.44130 14.29052
H 20.43847 13.93714 12.63786
C 19.42724 14.50294 18.01358
C 19.23450 13.19883 18.72330
C 20.61445 12.77898 19.15712
O 21.53293 13.33648 18.17252
C 20.90944 14.52188 17.64241
H 19.35586 15.34138 18.65699
H 18.88235 14.58367 17.09752
H 18.89453 12.51243 17.98309
H 18.49326 13.23770 19.49611
H 20.79286 11.67025 19.09969
H 20.90900 13.09099 20.23164
H 20.98837 14.50286 16.56277
H 21.49073 15.37381 17.93871
C 20.64274 18.76917 11.69286
C 21.65104 17.62919 11.85852
C 21.25530 16.31792 11.18078
C 20.98900 16.44854 9.73858
N 20.63147 16.50442 8.62413
H 19.61585 18.56495 12.04608
H 20.50978 18.99646 10.65815
H 21.02613 19.67936 12.24376
H 21.75870 17.39020 12.90799
H 22.63646 18.01297 11.50532
H 20.45025 15.85962 11.72144
H 22.04178 15.60192 11.30504
C 24.49523 14.47541 18.43698
C 25.06710 15.36454 17.37582
C 24.30521 16.67497 17.28959
C 23.13362 16.67030 16.33106
N 22.26072 16.76542 15.56778
H 24.63574 14.85938 19.39428
H 25.00111 13.52689 18.38058
H 23.46140 14.24243 18.26291
H 25.16961 14.86407 16.43827
H 26.12732 15.62377 17.53597
H 24.93693 17.41885 16.79586
H 23.97959 17.08768 18.26613
C 14.49562 15.13737 19.09049
C 13.80286 14.52966 20.30166
C 13.21126 15.51829 21.28555
C 14.23205 16.27891 22.03311
N 15.02203 16.76090 22.71125
H 14.98069 14.43950 18.45730
H 15.21913 15.86220 19.37375
H 13.84194 15.67816 18.48071
H 14.54814 14.00779 20.86070
H 12.99404 13.87098 19.90714
H 12.53639 15.08940 21.99400
H 12.48974 16.30985 20.97679
C 15.34463 10.07487 13.66251
C 16.15144 11.23156 14.27250
C 17.35394 10.78227 15.13290
C 18.09751 9.64886 14.57323
N 18.72024 8.87668 14.00349
H 16.03760 9.42490 13.10403
H 14.56773 10.42363 13.00358
H 14.95888 9.46860 14.44643
H 15.65102 12.01828 14.80872
H 16.63838 11.69838 13.41283
H 17.06128 10.48716 16.14548
H 18.11367 11.56586 15.23113
C 16.69803 12.58542 11.03855
C 17.93627 12.06531 10.30606
C 18.77298 11.19379 11.21084
C 20.13183 10.86499 10.77596
N 21.20566 10.60852 10.39443
H 17.03461 13.24988 11.85442
H 15.94864 11.78603 11.34013
H 16.12849 13.30697 10.42774
H 18.45458 12.95286 9.96605
H 17.74528 11.54919 9.40358
H 18.29717 10.24946 11.36901
H 18.86878 11.62701 12.18792
C 13.00737 14.96426 15.36016
C 11.52291 15.17377 15.13236
C 11.07203 16.47854 15.84538
C 11.39560 16.60371 17.27012
N 11.64066 16.70276 18.34998
H 13.49170 15.94441 15.22531
H 13.45205 14.15291 14.77283
H 13.23969 14.70112 16.41905
H 10.91628 14.37628 15.56307
H 11.30898 15.36219 14.08403
H 9.99356 16.54549 15.71175
H 11.48147 17.36995 15.28884



Entry 2:
Here is a single C2H3N3O molecule in a non-equilibrium geometry from OMol25. Energies are from ωB97M-V/def2-TZVPD.

energy above the lowest of the compared OMol25 structures with the same formula, charge and spin = 504.44 kJ/mol
Kohn-Sham gap (spin up / spin down) = 9.00 / 9.00 eV
2S+1 = 1
energy = -317.34019 Eh
structure (SMILES) = [O-]/[NH+]=C/C1N=N1
highest occupied orbital energy (spin up / spin down) = -8.9628 / -8.9621 eV

Positions of all 9 atoms, in Å:
O 1.43865 0.42454 -2.06373
N 0.92622 0.43814 -0.95037
C -0.00571 -0.35644 -0.52692
C -0.43175 -0.14545 0.86522
N -1.76616 0.32613 1.13957
N -1.54546 -0.83397 1.43584
H 1.39144 1.13752 -0.18151
H -0.24051 -1.11440 -1.35293
H 0.23328 0.12394 1.63483



Entry 3:
Here is 3 unconnected molecules or ions with the total composition C4H16N2O2 in a non-equilibrium geometry from OMol25. Energies are from ωB97M-V/def2-TZVPD.

energy above the lowest of the compared OMol25 structures with the same formula, charge and spin = 64.34 kJ/mol
expectation value of S² = 0.75
Kohn-Sham gap (spin up / spin down) = 5.17 / 9.62 eV
2S+1 = 2
energy = -421.67617 Eh
highest occupied orbital energy (spin up / spin down) = -8.5819 / -13.0399 eV
total charge = +1

Positions of all 24 atoms, in Å:
C -0.34238 1.15339 1.12155
C 0.30605 -0.23574 1.07185
C -0.46757 -1.31681 0.30214
C 0.82913 -3.27124 -0.54924
N 0.34278 -2.00230 -0.67517
N 0.41254 2.26262 0.43305
H -1.38298 1.12140 0.82057
H -0.51004 1.44734 2.16008
H 1.32499 -0.15980 0.68407
H 0.48734 -0.51550 2.11199
H -0.91838 -2.03543 0.98422
H -1.31302 -0.86803 -0.23234
H 0.74327 -3.81959 0.36451
H 1.28502 -3.79249 -1.36319
H 0.56869 -1.41559 -1.45569
H 1.08890 1.82068 -0.19592
H 0.88331 2.83907 1.12171
H -0.18502 2.79566 -0.20165
H 3.38072 1.45472 -1.28361
H 2.43119 0.94611 -2.39684
O 2.49350 1.11463 -1.44911
H -3.56005 1.80831 -0.57746
H -3.99353 0.38448 -0.11613
O -3.47044 1.15371 0.12581



no.,molar mass (g mol⁻¹)
1,1135.71
2,85.07
3,124.18